Below is a cluster of 2 separate species, C8H22NO6PS in total, with properties calculated with ωB97M-V/def2-TZVPD.

```
39
Properties=species:S:1:pos:R:3:mulliken_charge:R:1
C 4.087 -0.269 0.629 -0.69
O 4.101 -0.534 -0.763 -0.48
C 2.942 -1.164 -1.288 0.11
C 1.679 -0.403 -0.893 -0.67
O 0.668 -0.716 -1.830 -0.35
C -0.611 -0.151 -1.568 -0.62
P -1.738 -0.955 -0.334 0.10
N -0.766 -0.920 1.090 -0.60
O -1.521 -2.528 -0.780 -0.40
C 2.985 -2.651 -0.905 -0.73
S 1.621 -3.688 -1.441 1.06
O 2.143 -4.699 -2.324 -0.65
O 0.855 -4.066 -0.275 -0.67
H 3.628 0.701 0.843 0.25
H 5.121 -0.245 0.968 0.26
H 3.557 -1.035 1.201 0.30
H 3.049 -1.084 -2.371 0.33
H 1.356 -0.664 0.117 0.45
H 1.913 0.670 -0.927 0.48
H -0.541 0.923 -1.347 0.45
H -1.155 -0.254 -2.510 0.40
H -1.308 -1.226 1.889 0.24
H -0.432 0.016 1.291 0.23
H -0.895 -2.980 -0.187 0.32
H 3.854 -3.107 -1.378 0.41
H 3.059 -2.792 0.173 0.28
H 0.865 -2.843 -2.173 0.15
C -3.672 2.393 2.295 -1.24
C -2.672 3.012 1.332 0.31
C -3.272 4.167 0.548 -1.34
O -2.148 2.019 0.447 -0.34
H -4.528 1.993 1.746 0.33
H -3.215 1.573 2.850 0.29
H -4.040 3.132 3.008 0.41
H -1.803 3.367 1.890 0.24
H -4.120 3.817 -0.049 0.36
H -2.534 4.595 -0.129 0.32
H -3.630 4.951 1.216 0.40
H -2.880 1.649 -0.063 0.32
```

Output
E_HOMO, Ha: -0.307
Gap between HOMO and LUMO, eV: 8.91
SMILES: CO[C@H](COCP(N)O)C[SH](=O)=O.CC(C)O
Net charge: 0

Below is the ion C5H14N2O with charge +1 in a non-equilibrium geometry, with properties calculated with ωB97M-V/def2-TZVPD.

```
22
Properties=species:S:1:pos:R:3:mulliken_charge:R:1
N -1.804 0.831 1.480 -0.34
C -0.499 0.874 1.116 0.66
C 0.299 2.131 1.507 -1.23
C -0.382 0.801 -0.696 -0.77
N 0.708 0.001 -0.966 -0.20
C 0.363 -1.280 -1.657 -0.58
C 0.924 -2.504 -0.908 -0.46
O 0.881 -2.392 0.522 -0.52
H 0.443 -1.550 0.699 0.29
H -2.296 1.702 1.363 0.26
H -2.315 -0.026 1.518 0.26
H 0.034 -0.010 1.432 0.11
H 0.972 1.825 2.299 0.35
H -0.352 2.881 1.962 0.40
H 0.834 2.560 0.694 0.31
H -1.329 0.343 -0.936 0.23
H -0.306 1.834 -0.985 0.57
H 1.336 0.532 -1.560 0.33
H 0.776 -1.267 -2.674 0.39
H -0.706 -1.405 -1.857 0.32
H 0.429 -3.423 -1.214 0.31
H 1.990 -2.458 -1.138 0.33
```

Output
E_HOMO (alpha / beta), Ha: -0.507 / -0.510
⟨S²⟩: 0.757
Gap between HOMO and LUMO (alpha / beta), eV: 10.96 / 6.85
Spin multiplicity: 2
Energy above the lowest of the compared OMol25 structures with the same formula, charge and spin, kcal per mole: 40.39
Net charge: +1

Below is a structure of composition C46H41Br2IrN3O3S2, with properties calculated with ωB97M-V/def2-TZVPD.

```
98
Properties=species:S:1:pos:R:3:mulliken_charge:R:1
Ir -0.059 0.621 0.881 2.09
C 1.705 1.397 8.836 -1.53
C 1.376 0.980 7.439 0.84
C 0.427 -0.024 7.201 -0.91
C 0.094 -0.405 5.917 -0.69
C 0.722 0.237 4.850 0.12
C 1.654 1.246 5.050 -0.32
C 1.981 1.605 6.347 -0.86
S 0.299 -0.245 3.212 1.02
O -1.195 -0.399 3.083 -0.53
C 1.126 -1.798 2.939 1.33
C 2.536 -1.704 3.029 -1.15
C 3.302 -2.786 2.710 -1.07
C 2.712 -3.984 2.242 0.85
C 3.512 -5.094 1.887 -1.07
C 2.938 -6.239 1.412 -0.73
C 1.539 -6.317 1.263 -0.99
C 0.737 -5.264 1.616 -0.89
C 1.300 -4.072 2.129 1.11
C 0.496 -2.949 2.524 -0.57
C -0.978 -3.161 2.530 0.32
C -1.527 -4.020 3.518 0.87
C -0.762 -4.496 4.600 -0.62
C -1.311 -5.364 5.549 -0.92
C -2.628 -5.783 5.447 -0.71
C -3.413 -5.331 4.389 -0.85
C -2.883 -4.447 3.417 0.78
C -3.658 -4.015 2.342 -1.25
C -3.122 -3.134 1.398 -0.41
C -1.818 -2.692 1.509 0.09
S -1.134 -1.581 0.239 1.54
O -0.326 -2.381 -0.678 -0.81
C -2.621 -1.033 -0.558 0.10
C -2.782 -1.322 -1.905 -0.80
C -3.916 -0.853 -2.553 -0.97
C -4.893 -0.128 -1.869 0.77
C -6.134 0.333 -2.568 -1.80
C -4.705 0.128 -0.504 -0.91
C -3.575 -0.315 0.157 -0.20
H 1.574 0.574 9.536 0.41
H 1.040 2.206 9.147 0.30
H 2.728 1.762 8.910 0.41
H -0.054 -0.506 8.042 0.43
H -0.655 -1.168 5.740 0.53
H 2.119 1.748 4.210 0.49
H 2.710 2.385 6.517 0.43
H 2.992 -0.797 3.408 0.58
H 4.379 -2.744 2.821 0.50
H 4.586 -5.021 1.999 0.49
H 3.551 -7.088 1.142 0.45
H 1.098 -7.219 0.862 0.49
H -0.333 -5.348 1.476 0.46
H 0.270 -4.188 4.710 0.59
H -0.692 -5.711 6.365 0.51
H -3.049 -6.460 6.178 0.47
H -4.440 -5.661 4.297 0.54
H -4.681 -4.355 2.234 0.51
H -3.749 -2.807 0.581 0.74
H -2.023 -1.885 -2.435 0.75
H -4.047 -1.064 -3.607 0.48
H -5.936 0.577 -3.611 0.43
H -6.572 1.201 -2.078 0.42
H -6.884 -0.461 -2.558 0.35
H -5.464 0.675 0.043 0.53
H -3.445 -0.122 1.216 0.60
C -1.711 2.825 2.781 -1.44
C -2.134 2.925 1.355 1.08
C -3.182 3.786 0.986 -1.16
C -3.580 3.885 -0.320 -1.02
C -2.915 3.124 -1.300 0.94
C -3.233 3.150 -2.704 0.08
Br -4.613 4.211 -3.333 0.00
C -2.521 2.373 -3.612 -0.20
C -1.492 1.553 -3.194 -0.26
Br -0.567 0.487 -4.401 -0.01
C -1.133 1.475 -1.813 0.14
O -0.202 0.734 -1.391 -0.62
C -1.886 2.285 -0.869 0.21
N -1.518 2.178 0.435 -0.33
H -2.006 3.715 3.332 0.60
H -0.628 2.712 2.862 0.15
H -2.174 1.956 3.255 0.20
H -3.667 4.374 1.753 0.54
H -4.389 4.547 -0.599 0.49
H -2.784 2.409 -4.661 0.55
N 4.833 2.625 -1.777 -0.27
C 4.127 1.395 -1.255 -0.72
C 2.842 1.745 -0.496 -0.85
N 2.141 0.539 -0.033 -0.49
H 5.684 2.365 -2.285 0.38
H 5.119 3.257 -1.024 0.36
H 4.251 3.160 -2.426 0.36
H 4.846 0.881 -0.617 0.40
H 3.920 0.769 -2.123 0.41
H 2.157 2.298 -1.142 0.40
H 3.066 2.372 0.369 0.47
H 2.726 -0.016 0.590 0.20
H 1.898 -0.054 -0.826 0.24
```

Output
E_HOMO (alpha / beta), Ha: -0.630 / -0.630
⟨S²⟩: 8.815
Gap between HOMO and LUMO (alpha / beta), eV: 7.17 / 4.46
Spin multiplicity: 6
Net charge: +4

Below is an isolated molecule of C2H4OS2 in a non-equilibrium geometry, with properties calculated with ωB97M-V/def2-TZVPD.

```
9
Properties=species:S:1:pos:R:3:mulliken_charge:R:1
C -0.309 0.535 -0.858 -0.08
C 0.200 -0.638 1.559 -0.92
O -0.171 1.233 -3.307 -0.50
S -1.114 0.964 -2.260 0.31
S -1.015 0.343 0.671 -0.01
H 0.836 0.077 -1.118 0.21
H 1.167 -0.660 1.117 0.31
H -0.047 -1.657 1.750 0.32
H 0.454 -0.197 2.446 0.36
```

Output
E_HOMO (alpha / beta), Ha: -0.301 / -0.301
Gap between HOMO and LUMO (alpha / beta), eV: 8.03 / 8.03
Energy above the lowest of the compared OMol25 structures with the same formula, charge and spin, kcal per mole: 47.42
Net charge: 0

What are the E values for these records? In order: -42550.70742 -10430.43061 -223535.46492 -25854.43925 eV.